1.
Molecular formula: C5H8S
Method: DFT, ωB97M-V/def2-TZVPD

XYZ file:
```
14
Properties=species:S:1:pos:R:3:forces:R:3:lowdin_charge:R:1
C 1.8712 -0.2645 0.0802 -3.6 3.2 0.2 -0.1437
C 2.9700 -0.6711 -0.0278 1.6 -1.2 0.1 0.1006
H 0.3090 0.2540 1.3515 0.0 1.0 -1.4 0.1265
S -2.1881 -0.3123 -0.0407 1.9 0.0 3.7 0.5137
H 0.7477 2.1253 -1.2995 -0.6 -1.3 2.7 0.1278
H 0.9944 2.3793 0.6464 -1.4 -1.0 -2.3 0.1258
H -0.1850 -1.5163 -1.4288 -0.5 2.5 4.0 0.1932
H -0.7644 2.1425 -0.1418 2.6 -0.7 0.0 0.0821
C -0.3537 -0.8727 -0.1962 -0.6 -0.9 -1.9 -0.5653
C 0.4505 0.3866 0.2145 3.4 -4.4 1.3 -0.5846
H -1.9336 0.2780 1.6139 -0.7 -1.4 -3.9 0.0662
H 0.1310 -1.5356 0.6221 -2.0 0.0 -1.7 0.0889
H 3.8091 -1.2826 0.0532 1.0 -0.3 -0.2 0.0150
C 0.3789 1.7803 -0.1984 -1.1 4.4 -0.7 -0.1461
```
Positions in Å, forces in eV/Å.

Calculated values
Orbital gap   0.3356 Eh
E_LUMO   -0.1 eV
HOMO energy   -9.223 eV
Energy relative to the best compared isomer or geometry (same formula, charge and spin)   135.01 kcal/mol



2.
Molecular formula: C4H7ClFN
Method: DFT, ωB97M-V/def2-TZVPD

XYZ file:
```
14
Properties=species:S:1:pos:R:3:forces:R:3:lowdin_charge:R:1
H -2.2101 0.2903 -1.4014 0.9 0.9 -0.1 0.1124
N -0.5503 -1.1130 1.3350 -0.2 -0.1 1.8 0.0394
H -1.8616 -1.5901 -0.3135 1.1 0.8 1.3 0.1573
H 2.0883 -0.7094 -1.5545 -1.1 0.2 -0.3 0.0629
F -1.2467 1.7134 -0.0389 -0.3 -1.5 -1.1 -0.0777
C 1.2063 -0.4161 -0.9587 -0.3 -2.5 -0.6 -0.5382
Cl 1.8117 0.5212 0.3288 0.2 1.1 0.6 0.6812
H -1.2317 -1.2880 2.1090 1.1 0.8 -1.1 0.1136
H -0.1943 -1.8048 -1.6978 0.2 -0.2 -0.7 0.0995
C 0.0144 -1.0667 -0.9584 2.8 1.4 0.2 -0.1472
C -1.0358 -0.8561 0.0632 -2.8 -0.1 -3.6 -0.4796
H -2.7914 0.3575 0.2594 1.6 0.7 -1.0 0.1323
C -1.8119 0.4595 -0.3869 -2.5 -1.0 3.6 -0.1542
H 0.2359 -0.4692 1.4583 -0.7 -0.6 1.2 -0.0018
```
Positions in Å, forces in eV/Å.

Calculated values
SMILES   N[C@H](/C=C\Cl)CF
Orbital gap   0.3716 Eh
E_LUMO   0.9 eV
HOMO energy   -9.257 eV
Energy relative to the best compared isomer or geometry (same formula, charge and spin)   31.03 kcal/mol



3.
Molecular formula: C7H10O
Method: DFT, ωB97M-V/def2-TZVPD

XYZ file:
```
18
Properties=species:S:1:pos:R:3:forces:R:3:lowdin_charge:R:1
C 2.8278 0.6159 0.5997 -1.2 0.4 -1.3 -0.0750
H -2.3692 -0.6504 -1.4207 -0.3 1.3 1.6 0.1162
H 0.1351 0.1504 -1.0388 0.5 -0.2 0.2 0.0673
H 4.5156 0.0105 1.9208 -0.3 1.0 -0.9 0.0539
H 2.0957 2.8321 -0.3463 1.4 2.4 0.5 0.0248
C 3.8494 0.4917 1.1936 1.4 -1.6 2.0 0.1227
H -1.5401 -3.0782 1.3111 -0.7 1.3 -1.9 0.0816
H 0.6501 2.3395 -1.4672 0.9 -0.1 1.3 0.0931
C 1.7157 0.8902 -0.2641 -1.4 1.2 -0.2 -0.4330
C -2.2319 -0.0486 -0.4332 1.1 -2.1 -2.4 -0.1229
H -1.4657 0.6749 -0.6702 1.1 0.0 0.2 0.0306
C 1.4157 2.1446 -0.6600 -1.3 -2.5 -1.6 0.0690
H -1.7434 -0.5848 1.6200 0.3 -0.6 0.0 0.0943
H -2.9529 0.6958 -0.2638 -2.0 0.2 0.5 0.0513
C -1.8920 -1.0463 0.6442 -0.5 -0.5 -0.7 -0.2494
H -2.0840 -2.8962 -0.5905 0.5 1.2 1.9 0.0835
C -1.8450 -2.3786 0.4212 0.3 -0.7 0.9 -0.0348
O 0.9191 -0.1625 -0.5559 0.2 -0.7 -0.2 0.0269
```
Positions in Å, forces in eV/Å.

Calculated values
SMILES   C#CC(=C)O.C=CC
Orbital gap   0.3586 Eh
E_LUMO   0.9 eV
HOMO energy   -8.859 eV
Energy relative to the best compared isomer or geometry (same formula, charge and spin)   103.79 kcal/mol



4.
Molecular formula: C2H6N2O
Method: DFT, ωB97M-V/def2-TZVPD

XYZ file:
```
11
Properties=species:S:1:pos:R:3:forces:R:3:lowdin_charge:R:1
H -1.3048 1.3869 0.6539 0.2 -0.1 -0.1 0.0773
H 1.7639 0.5135 -1.0666 -0.2 0.1 0.1 0.0711
C -0.6624 0.5582 0.9761 0.3 0.0 0.3 -0.1090
H 0.0306 0.9269 1.7389 -0.1 0.1 0.1 0.0776
N 0.8750 0.9359 -0.8098 0.5 -0.1 -0.3 0.0072
N 0.0731 -0.0089 -0.1367 -0.4 -1.3 0.8 -0.3012
C 0.3031 -1.7243 -0.3573 -2.0 2.8 -0.2 -0.1811
H -1.2902 -0.2188 1.4175 0.1 0.0 -0.1 0.0734
O -0.0042 -2.4937 0.4786 0.7 0.4 -0.2 0.0619
H 0.4215 1.2673 -1.6612 0.0 -0.1 0.2 0.0765
H -0.2054 -1.1429 -1.2335 0.9 -1.7 -0.6 0.1463
```
Positions in Å, forces in eV/Å.

Calculated values
SMILES   CN(N)C=O
Orbital gap (alpha / beta)   0.3170 / 0.3170 Eh
E_LUMO (alpha / beta)   0.2 / 0.2 eV
HOMO energy (alpha / beta)   -8.417 / -8.416 eV
Energy relative to the best compared isomer or geometry (same formula, charge and spin)   119.14 kcal/mol



5.
Molecular formula: C7H23As2F12O4
Method: DFT, ωB97M-V/def2-TZVPD

XYZ file:
```
48
Properties=species:S:1:pos:R:3:forces:R:3:lowdin_charge:R:1
H -0.4196 -6.3459 -0.0251 0.0 -0.3 0.0 0.0727
F -7.7627 1.5425 1.8581 1.2 1.2 0.4 -0.3184
H -0.4692 -2.0138 -4.9638 0.4 0.2 0.5 0.1268
F -8.0949 3.2089 3.6051 1.6 0.4 -1.1 -0.3049
C -1.1675 -1.3253 -6.8256 1.8 -0.2 0.1 -0.0426
O 0.2280 4.7613 3.8010 1.2 0.3 -0.3 -0.0954
H -0.6085 4.7694 4.2720 0.0 0.1 0.2 0.0688
H 1.9195 -1.4045 -6.7758 -0.3 0.0 -0.6 0.0807
F 7.9043 -1.3125 1.5140 -1.3 -0.4 -0.4 -0.2997
F 6.7807 0.1195 -0.0619 -0.3 -0.8 0.2 -0.2980
H 1.1008 -3.0332 -6.7173 0.1 0.1 -0.5 0.0771
F 6.0243 -3.0489 1.3938 0.0 1.5 -0.7 -0.3118
F 4.7800 -1.2962 -0.2705 1.3 -0.8 0.4 -0.3446
H 1.3110 6.7244 6.3091 0.3 -0.3 0.0 0.0792
H 1.9626 -2.3775 -5.3978 -0.4 0.2 0.5 0.0800
F -5.6053 4.0767 3.2016 -1.3 -0.7 -0.7 -0.3041
O 0.3927 -0.1866 -5.2663 -0.5 1.3 0.8 -0.0540
O -0.1216 0.5606 0.2189 0.6 0.3 0.6 0.4084
H 0.2049 -4.7933 -0.3053 0.3 0.3 0.1 0.0798
As -6.7111 2.8564 2.5090 0.2 -1.6 -0.3 0.9417
C 0.0729 -5.5232 0.4933 0.6 -1.2 -2.6 -0.1033
F 5.3991 -0.7022 1.9598 1.2 -0.4 -0.7 -0.3171
H -1.5507 -2.3196 -7.0553 -0.3 0.0 0.3 0.0698
H 0.8660 7.2861 4.7265 -0.6 0.3 0.2 0.0815
H -0.7587 -0.9956 -7.7808 0.1 0.3 -0.1 0.0659
H 0.3700 0.6332 -0.6024 0.5 -0.3 -0.8 0.1961
F -7.2569 3.9664 1.1664 0.5 -1.1 2.0 -0.3191
H -0.2728 6.2968 5.7289 -0.1 0.2 -0.1 0.0803
H -1.4052 -5.6972 2.0112 0.5 -0.3 0.5 0.1189
As 6.3542 -1.4473 0.6368 -0.6 0.3 0.8 0.8491
C -0.7686 -4.9502 1.5370 1.4 -0.6 2.4 -0.4004
C 0.7594 6.4450 5.4115 -0.2 1.7 0.6 -0.1120
O -1.6149 -3.9674 1.1002 -1.3 1.1 -1.0 -0.0596
H -0.0458 -4.5269 2.2344 -0.5 0.2 0.6 0.1196
H -0.6672 -0.2195 0.3427 -0.5 -0.8 0.0 0.1956
H -0.5492 1.3875 0.4533 -0.5 0.7 0.4 0.1963
H 2.1540 5.5934 4.1174 -0.3 -0.3 -0.6 0.1129
H 1.0647 -5.8716 0.7814 -0.1 0.1 0.3 0.0851
H 0.5861 0.3452 -6.0417 0.1 0.3 0.0 0.0911
F -5.3693 2.3211 1.3647 -1.3 0.5 1.3 -0.3561
F -6.0596 1.6948 3.7782 -0.7 1.3 -1.5 -0.3389
C 1.2691 5.2894 4.6765 -0.3 -1.9 -0.3 -0.3207
H -2.2851 -4.5208 0.6925 -0.7 0.8 -0.4 0.0897
C 1.2910 -2.0893 -6.2064 0.1 -1.1 -0.1 -0.0647
C 0.0069 -1.4269 -5.7493 -1.1 -1.0 -1.2 -0.5028
H -1.9395 -0.6197 -6.5188 0.0 -0.3 0.2 0.0729
H 1.5981 4.4801 5.3284 0.0 -0.1 0.2 0.1058
F 7.1038 -2.3436 -0.6599 -0.3 0.6 0.2 -0.2776
```
Positions in Å, forces in eV/Å.

Calculated values
Orbital gap   0.3007 Eh
E_LUMO   -1.0 eV
HOMO energy   -9.147 eV
Total charge   -1



6.
Molecular formula: C5H10N2S
Method: DFT, ωB97M-V/def2-TZVPD

XYZ file:
```
18
Properties=species:S:1:pos:R:3:forces:R:3:lowdin_charge:R:1
N 1.4708 2.3877 0.0938 -1.1 -3.2 -0.2 0.0639
H 2.6149 -2.4330 -0.3607 -1.4 2.8 -0.6 0.0645
N -0.1213 0.9286 -0.2330 -0.9 0.3 -1.9 0.0239
H -2.2069 -0.6882 -1.2298 -0.9 0.6 0.3 0.0990
C -2.4561 0.0270 -0.3998 -0.9 0.1 -2.6 -0.0690
H -2.0091 -1.0059 1.7511 2.5 0.4 -0.1 0.0998
H -0.1841 -0.4093 2.0184 2.1 -0.2 1.7 0.0090
H -3.2133 -0.3938 0.2379 0.2 -0.7 0.5 0.0559
H -0.2491 1.9333 -0.3875 -1.7 -0.3 -0.5 0.1369
H 2.4192 2.3829 0.2981 2.5 0.8 0.2 -0.0282
H 2.6256 -1.2034 -1.8287 -1.7 0.1 3.2 0.0891
H 0.8517 -1.6013 -0.7736 3.8 0.7 0.0 0.0951
C -0.9982 -0.5378 1.4224 -4.4 -0.2 -1.6 0.0544
C -1.1429 0.1500 0.2748 -0.1 -0.4 2.6 -0.4243
C 1.1742 1.0847 0.0528 2.1 2.9 1.9 -0.7238
S 2.4104 -0.1149 0.5946 -1.1 -0.3 -1.5 0.8296
C 2.1087 -1.3721 -0.7034 -0.8 -3.2 -1.7 -0.4775
H -3.0944 0.8654 -0.8275 1.8 -0.3 0.3 0.1019
```
Positions in Å, forces in eV/Å.

Calculated values
SMILES   [H]/N=C(/NC(=C)C)SC
Orbital gap   0.3330 Eh
E_LUMO   0.6 eV
HOMO energy   -8.498 eV
Energy relative to the best compared isomer or geometry (same formula, charge and spin)   83.19 kcal/mol